The following is a quantum chemistry calculation of a molecular structure, C30H41ClN5NaO10P2 in a non-equilibrium geometry, from the OMol25 dataset.

Each line ends with the Löwdin charge.
Atoms and positions in Å:
1 Na -1.879995 0.131994 2.439083  0.29
2 C 1.994017 -1.284284 4.095427  -0.04
3 C 0.778442 -1.720615 3.303365  -0.49
4 O -0.327713 -1.705456 3.943094  -0.08
5 C 0.953796 -2.132746 2.004909  -0.06
6 C -0.117639 -2.444705 1.075622  -0.38
7 C 0.179744 -3.377279 -0.077908  -0.07
8 N -1.276499 -1.916804 1.237120  0.03
9 N -2.260166 -2.318862 0.331291  0.04
10 C -3.293735 -1.505187 0.412625  -0.51
11 O -3.425429 -0.442530 1.068871  -0.08
12 C -4.501729 -1.971763 -0.373924  -0.13
13 C -4.448541 -3.046428 -1.259804  -0.05
14 C -5.577500 -3.442726 -1.957327  -0.12
15 C -6.783980 -2.775118 -1.776213  -0.14
16 C -6.843605 -1.705920 -0.893643  -0.11
17 C -5.708273 -1.304105 -0.204316  -0.03
18 H 1.860036 -0.234965 4.358712  0.07
19 H 2.925104 -1.392249 3.542052  0.06
20 H 2.044899 -1.857202 5.023049  0.07
21 H 1.972157 -2.223755 1.642884  0.07
22 H 1.244782 -3.620862 -0.113163  0.06
23 H -0.144842 -2.940876 -1.025575  0.05
24 H -0.389969 -4.302374 0.025074  0.07
25 H -3.503447 -3.558602 -1.374165  0.09
26 H -5.517443 -4.278287 -2.646450  0.08
27 H -7.668912 -3.089139 -2.317466  0.08
28 H -7.778993 -1.178468 -0.742701  0.09
29 H -5.720212 -0.467365 0.480035  0.11
30 C -0.283411 1.267976 6.876317  -0.07
31 C -1.180529 1.967842 5.879101  -0.58
32 O -1.810889 3.090086 6.527118  -0.08
33 P -2.530562 0.877709 5.260980  0.44
34 O -3.509314 0.776500 6.546740  -0.13
35 O -2.113670 -0.601640 5.143091  -0.15
36 O -3.229094 1.527892 4.111062  -0.29
37 P -0.280493 2.435007 4.334116  0.30
38 O -1.329128 3.549000 3.766000  -0.17
39 O 1.036726 3.084884 4.528496  -0.32
40 O -0.442763 1.153326 3.573299  -0.35
41 H -0.862472 0.886356 7.720016  0.08
42 H 0.465880 1.975913 7.232804  0.08
43 H 0.222380 0.429441 6.401420  0.08
44 H -1.904409 3.755170 5.829855  0.07
45 H -3.838269 1.658162 6.732395  0.06
46 H -1.242203 -0.950447 4.606499  0.03
47 H -2.141160 3.061707 3.560786  0.03
48 C 2.697001 -1.083098 -5.296346  -0.06
49 C 2.573370 -1.491319 -3.824896  -0.52
50 C 1.368893 -2.432405 -3.703156  -0.04
51 C 3.831982 -2.270046 -3.430400  -0.04
52 C 2.377603 -0.222444 -2.925754  -0.42
53 O 1.125940 0.316410 -3.331404  0.00
54 C 3.506569 0.795273 -3.187472  -0.11
55 C 3.478431 2.135966 -2.438378  -0.13
56 C 2.385998 3.080775 -2.879620  -0.23
57 C 2.334087 3.544356 -4.194753  -0.04
58 C 1.330880 4.395800 -4.620277  -0.11
59 C 0.359981 4.791578 -3.713775  -0.67
60 Cl -0.906592 5.869590 -4.250005  0.63
61 C 0.384210 4.357199 -2.402058  -0.08
62 C 1.405271 3.508360 -1.990637  -0.02
63 C 2.324385 -0.669412 -1.445141  -0.05
64 N 1.600780 0.202763 -0.549491  -0.11
65 C 0.276655 0.321384 -0.358691  -0.15
66 N 0.023808 1.079688 0.681095  0.13
67 C 1.260097 1.370821 1.153753  -0.20
68 N 2.246040 0.863985 0.446794  0.10
69 H 2.668773 -1.977128 -5.920965  0.08
70 H 3.636393 -0.573134 -5.506456  0.07
71 H 1.875315 -0.433293 -5.592452  0.09
72 H 1.430822 -3.190572 -4.486290  0.08
73 H 0.431365 -1.896748 -3.819613  0.09
74 H 1.338450 -2.960169 -2.751596  0.06
75 H 3.892208 -3.180409 -4.029957  0.09
76 H 3.817993 -2.577274 -2.386661  0.08
77 H 4.744058 -1.701192 -3.609104  0.08
78 H 0.911324 1.071706 -2.770051  0.08
79 H 3.520989 1.009586 -4.257073  0.10
80 H 4.458544 0.310316 -2.954230  0.11
81 H 4.441261 2.625870 -2.621171  0.12
82 H 3.417834 1.983933 -1.360902  0.09
83 H 3.087382 3.224826 -4.904070  0.11
84 H 1.290523 4.748827 -5.641008  0.10
85 H -0.378812 4.668905 -1.704417  0.11
86 H 1.433350 3.177149 -0.963325  0.11
87 H 3.332726 -0.733067 -1.031638  0.14
88 H 1.873202 -1.655864 -1.362300  0.10
89 H -0.450824 -0.192942 -0.960226  0.14
90 H 1.430759 1.947239 2.043464  0.10

Force components x, y, z for each atom (eV/Å):
Na -0.010 -0.350 -0.332
C -0.055 -0.009 0.017
C 0.142 0.130 0.202
O -0.279 -0.115 0.042
C -0.040 -0.059 -0.174
C 0.092 -0.065 0.151
C -0.005 0.045 -0.019
N -0.126 -0.013 -0.339
N 0.209 0.034 0.155
C -0.312 -0.259 -0.143
O -0.386 0.094 -0.204
C 0.144 0.020 -0.138
C 0.005 0.000 0.037
C -0.009 -0.030 -0.037
C -0.030 -0.018 -0.003
C -0.050 0.009 -0.018
C 0.001 0.014 -0.019
H -0.013 0.114 0.021
H 0.076 -0.026 -0.060
H 0.019 -0.034 0.060
H 0.032 -0.008 -0.025
H 0.004 0.000 -0.005
H -0.015 0.022 -0.015
H -0.021 -0.037 0.048
H 0.031 -0.016 -0.008
H -0.021 -0.006 -0.006
H -0.023 -0.002 -0.017
H -0.016 -0.003 -0.010
H -0.001 0.035 0.038
C 0.033 -0.012 0.041
C 0.059 -0.026 0.049
O -0.074 0.136 -0.004
P -0.029 -0.104 0.161
O -0.022 -0.222 0.015
O 0.019 0.291 0.003
O -0.007 -0.060 0.130
P -0.093 -0.245 0.157
O 0.316 0.342 0.021
O 0.006 0.037 0.073
O 0.866 0.556 0.129
H -0.021 0.028 0.026
H 0.014 -0.001 0.008
H 0.034 -0.068 -0.046
H -0.025 0.014 0.033
H -0.057 0.284 0.085
H 0.130 -0.152 0.051
H -0.425 -0.249 -0.084
C -0.003 -0.033 -0.072
C 0.090 0.035 0.008
C -0.020 -0.052 0.001
C 0.009 -0.037 -0.038
C 0.002 -0.006 -0.053
O -0.023 0.052 -0.003
C 0.064 -0.037 0.043
C -0.004 0.010 0.076
C -0.023 -0.007 -0.025
C -0.012 -0.059 0.063
C -0.016 0.001 0.057
C -0.035 0.038 0.017
Cl 0.014 -0.027 0.023
C 0.004 0.017 -0.034
C 0.014 0.003 -0.151
C 0.159 -0.083 0.146
N 0.061 0.073 0.114
C -0.151 0.030 0.021
N -0.163 -0.046 -0.120
C 0.085 0.010 -0.121
N 0.270 0.169 -0.117
H -0.005 -0.039 -0.030
H 0.046 0.004 -0.019
H -0.057 0.033 -0.001
H 0.009 -0.031 -0.013
H -0.068 0.053 -0.028
H 0.007 -0.004 0.023
H -0.003 -0.021 -0.046
H -0.023 -0.022 0.091
H 0.048 0.037 -0.005
H -0.003 0.006 0.015
H -0.028 0.023 0.034
H -0.018 0.008 0.016
H -0.013 -0.031 -0.025
H -0.045 -0.045 0.034
H 0.045 -0.016 -0.029
H 0.008 0.008 -0.025
H -0.045 0.022 0.021
H -0.024 -0.109 0.172
H -0.072 -0.006 -0.053
H -0.010 0.024 -0.045
H -0.156 -0.055 -0.125
H 0.022 0.096 0.162

Its net charge is -2. The calculation puts the frontier orbital gap at 4.629 eV. For the total energy, the calculation gives -3499.558461 Ha. As for the largest force on an atom: 1.04 eV/Å.

***

The following is a quantum chemistry calculation of 2 unconnected molecules or ions with the total composition C12H16N2O in a non-equilibrium geometry, from the OMol25 dataset.

Each line ends with the Löwdin spin population.
Atoms and positions in Å:
1 C 1.257953 2.266073 -1.176878  0.00
2 C -1.456460 -0.863029 -2.033872  0.01
3 C -1.891463 0.289275 -1.360360  0.02
4 C -0.154328 -1.013365 -2.452382  0.00
5 C -1.037385 1.358051 -1.092707  0.00
6 C 0.737450 0.011440 -2.123328  0.01
7 C 0.313145 1.179303 -1.553144  0.02
8 O -2.307213 -1.907015 -2.274575  0.00
9 H -2.936467 0.367347 -1.082135  0.00
10 H -3.224668 -1.668077 -2.109117  0.00
11 H 0.128062 -2.015023 -2.788886  0.00
12 H -1.421295 2.235887 -0.604261  0.00
13 H 1.830681 -0.176057 -2.132837  0.00
14 H 1.672856 2.181146 -0.212914  0.00
15 H 0.764062 3.243852 -1.100034  0.00
16 H 2.161906 2.263688 -1.819379  0.00
17 C 0.079041 0.378652 2.843986  0.02
18 C -0.906430 1.192739 2.015492  0.02
19 C 0.785997 -0.533480 1.951142  0.13
20 C 0.373495 -1.913613 1.936199  0.39
21 C 2.059254 -1.576284 0.505385  0.30
22 N 1.828301 -0.341121 1.150056  0.02
23 N 1.046439 -2.425812 0.819859  0.03
24 H 0.806442 1.058213 3.283377  0.00
25 H -0.420792 -0.300059 3.550517  0.00
26 H -0.352627 1.886088 1.383082  0.00
27 H -0.013659 -2.675117 2.600621  0.01
28 H 2.349494 -1.477741 -0.559840  0.01
29 H 1.073295 -3.365868 0.456821  0.00
30 H -1.623814 1.737072 2.677023  0.00
31 H -1.521260 0.602825 1.303104  0.00

Force components x, y, z for each atom (eV/Å):
C 0.767 0.695 -1.108
C -0.832 0.040 -0.070
C -0.104 0.557 0.023
C 0.267 -0.406 0.978
C 0.885 -2.277 -2.112
C 0.775 -1.224 0.051
C -1.410 1.856 2.038
O 0.169 -0.014 -0.017
H -0.070 -0.113 0.067
H 0.022 0.120 0.041
H 0.151 0.551 -0.286
H 0.240 0.266 -0.032
H -0.711 0.381 -0.782
H 0.416 -0.708 1.560
H 0.189 -0.145 -0.723
H -0.700 0.444 0.023
C 0.177 0.067 -0.178
C -1.433 0.460 -0.100
C 1.103 -0.688 0.446
C 1.640 -1.973 -3.018
C -3.370 3.669 -1.341
N -0.024 -1.556 0.104
N 0.999 -0.178 1.792
H -0.145 -0.061 0.463
H 0.070 0.775 0.247
H -0.040 0.152 0.252
H -0.774 0.671 0.239
H 1.037 -0.763 0.985
H -0.466 -0.345 0.263
H 0.736 -0.274 -0.501
H 0.437 0.022 0.695

Its net charge is +1. For the energy above the lowest of the compared OMol25 structures with the same formula, charge and spin, the calculation gives 3.0252 eV. The multiplicity is 2. The calculation puts the frontier orbital gap (spin up / spin down) at 6.913 / 3.680 eV. For the total energy, the calculation gives -651.256716 Ha. As for the largest force on an atom: 5.16 eV/Å.

***

- Which of these has the lowest net charge?
  C30H41ClN5NaO10P2